A cluster of 10 separate species, C13H44F6O9P in total at a distorted geometry, computed with ωB97M-V with the def2-TZVPD basis set.

```
73
C13H44F6O9P, DFT ωB97M-V with the def2-TZVPD basis set
P -24.677 -7.437 -22.566
F -25.215 -7.137 -24.060
F -25.574 -8.828 -22.567
F -23.491 -8.268 -23.243
F -24.083 -7.657 -21.125
F -23.909 -5.999 -22.540
F -26.009 -6.694 -22.004
C -22.437 -1.140 -19.599
O -21.407 -1.892 -20.220
H -22.019 -0.336 -18.992
H -23.099 -0.721 -20.357
H -23.077 -1.793 -19.006
H -21.877 -2.520 -20.774
C -30.945 -7.712 -16.532
C -29.755 -7.995 -17.441
C -28.745 -8.993 -16.900
O -30.161 -8.531 -18.673
H -30.638 -7.194 -15.624
H -31.323 -8.670 -16.174
H -31.696 -7.099 -17.030
H -29.276 -7.043 -17.669
H -29.165 -9.997 -16.847
H -28.422 -8.742 -15.890
H -27.829 -9.068 -17.486
H -29.366 -8.667 -19.194
C -22.081 -14.796 -23.191
C -22.236 -16.233 -23.839
C -22.733 -17.205 -22.842
O -23.091 -16.153 -24.908
H -21.876 -14.052 -23.961
H -21.218 -14.774 -22.525
H -22.971 -14.510 -22.632
H -21.262 -16.582 -24.183
H -23.250 -18.004 -23.372
H -23.455 -16.748 -22.165
H -21.929 -17.595 -22.217
H -23.737 -15.477 -24.689
C -18.055 -7.701 -18.340
C -19.019 -8.800 -17.903
C -19.155 -10.030 -18.854
O -18.492 -9.327 -16.690
H -18.232 -6.783 -17.779
H -18.249 -7.404 -19.371
H -17.014 -8.001 -18.222
H -20.010 -8.392 -17.703
H -19.895 -10.706 -18.425
H -18.176 -10.469 -19.050
H -19.684 -9.714 -19.753
H -19.209 -9.444 -16.063
C -29.945 -0.831 -23.028
C -30.182 -1.537 -21.697
C -29.292 -1.018 -20.500
O -31.587 -1.350 -21.348
H -30.654 -1.298 -23.713
H -28.888 -1.002 -23.233
H -30.233 0.219 -22.984
H -29.997 -2.604 -21.820
H -29.424 -1.594 -19.584
H -29.432 0.038 -20.271
H -28.234 -1.056 -20.760
H -31.808 -2.059 -20.739
O -20.703 -4.647 -25.897
H -21.321 -4.992 -25.253
H -20.690 -5.304 -26.593
O -23.178 -9.600 -28.231
H -23.382 -9.361 -27.327
H -22.221 -9.616 -28.264
O -27.009 -13.168 -25.025
H -27.453 -13.529 -24.258
H -26.855 -12.250 -24.803
O -25.966 -3.276 -26.766
H -26.733 -3.438 -27.315
H -25.895 -4.056 -26.216
```

The gap between HOMO and LUMO is 10.64 eV. Its spin multiplicity is 1. The calculation puts the maximum force at 2.80 eV Å⁻¹. Its HOMO energy is -8.42 eV. Its charge is -1.